Below is a molecular structure, C52H54F6KN6O6S2Sb, with properties calculated with ωB97M-V with the def2-TZVPD basis set.

Atoms and positions in Å:
K 0.452 2.695 0.283
F -0.284 6.606 3.661
C -1.448 5.967 3.616
F -2.431 6.870 3.641
F -1.555 5.205 4.710
S -1.567 4.873 2.139
O -0.398 4.038 2.205
O -2.842 4.215 2.266
N -1.521 5.989 1.032
S -1.632 5.558 -0.480
O -1.107 4.234 -0.702
O -2.882 5.906 -1.090
C -0.394 6.693 -1.236
F -0.303 6.423 -2.536
F 0.795 6.537 -0.674
F -0.775 7.968 -1.095
C -3.387 -11.296 -2.547
O -4.158 -10.410 -1.762
C -3.633 -9.174 -1.510
C -4.407 -8.336 -0.714
C -3.958 -7.067 -0.404
C -2.730 -6.601 -0.875
C -1.969 -7.449 -1.672
C -2.409 -8.725 -1.992
C -2.213 -5.267 -0.563
N -1.103 -4.766 -1.045
C -0.984 -3.515 -0.482
C -2.048 -3.263 0.349
N -2.839 -4.392 0.285
C -2.231 -2.035 1.051
C -3.353 -1.697 1.816
C -3.433 -0.438 2.367
C -2.383 0.458 2.138
N -1.314 0.157 1.429
C -1.207 -1.070 0.896
C -0.021 -1.363 0.088
N 0.945 -0.432 0.077
C 1.984 -0.616 -0.713
C 2.142 -1.756 -1.521
C 1.189 -2.738 -1.478
C 0.069 -2.552 -0.650
H -3.961 -12.217 -2.615
H -2.421 -11.508 -2.080
H -3.220 -10.900 -3.551
H -5.359 -8.699 -0.348
H -4.590 -6.437 0.212
H -1.017 -7.091 -2.040
H -1.788 -9.353 -2.614
H -3.662 -4.573 0.829
H -4.158 -2.410 1.960
H -4.284 -0.135 2.962
H -2.414 1.463 2.550
H 2.726 0.175 -0.714
H 3.031 -1.827 -2.136
H 1.278 -3.647 -2.059
O 2.465 0.891 2.388
H 1.889 0.370 1.807
H 2.808 1.581 1.746
C -1.410 0.681 6.648
C -0.501 1.860 6.311
Sb 0.595 1.417 4.456
C 1.867 -0.082 5.370
C 2.381 0.230 6.769
C 2.004 3.045 4.531
C 1.906 3.980 5.729
H -2.040 0.861 7.526
H -0.829 -0.225 6.847
H -2.076 0.447 5.811
H 0.168 2.085 7.145
H -1.095 2.760 6.130
H 2.691 -0.161 4.659
H 1.340 -1.039 5.346
H 2.942 1.168 6.779
H 3.052 -0.551 7.142
H 1.568 0.334 7.492
H 1.866 3.592 3.598
H 2.988 2.578 4.458
H 0.916 4.434 5.805
H 2.632 4.796 5.657
H 2.092 3.458 6.672
C -3.296 0.016 -1.654
N -3.775 1.244 -2.343
C -5.116 1.643 -1.876
C -2.741 2.367 -2.183
C -1.570 2.044 -3.054
C -1.671 2.392 -4.410
C -0.627 2.084 -5.264
C 0.500 1.455 -4.737
C 0.559 1.129 -3.388
C -0.474 1.390 -2.461
H -3.878 -0.841 -1.994
H -3.440 0.171 -0.589
H -2.227 -0.087 -1.865
H -3.787 1.060 -3.347
H -5.036 1.914 -0.825
H -5.812 0.814 -1.992
H -5.450 2.508 -2.445
H -2.472 2.362 -1.129
H -3.262 3.293 -2.436
H -2.532 2.949 -4.784
H -0.663 2.370 -6.310
H 1.359 1.259 -5.371
H 1.490 0.684 -3.041
C 3.267 2.551 0.175
C 3.806 2.047 -0.816
C 4.313 1.309 -1.946
C 5.186 0.209 -1.664
C 5.994 -0.490 -2.610
C 6.787 -1.570 -2.259
C 6.861 -2.035 -0.949
C 6.146 -1.321 0.015
C 5.360 -0.237 -0.316
C 3.851 1.724 -3.250
C 3.787 0.910 -4.412
C 3.289 1.376 -5.620
C 2.804 2.671 -5.758
C 2.801 3.477 -4.618
C 3.293 3.023 -3.413
H 6.053 -0.143 -3.629
H 7.377 -2.047 -3.038
H 7.475 -2.888 -0.685
H 6.204 -1.611 1.060
H 4.850 0.308 0.470
H 4.061 -0.132 -4.357
H 3.259 0.692 -6.464
H 2.410 3.027 -6.702
H 2.393 4.482 -4.667
H 3.258 3.663 -2.539

Values from the calculation:
Frontier orbital gap ... 2.5 eV
E_HOMO ... 0.33 eV
Total charge ... -2
Relative energy (zero: lowest compared OMol25 entry of this formula, charge and spin) ... 35.2 kcal/mol
LUMO ... 2.78 eV

---

Below is a molecular structure, C52H55CsPSb, with properties calculated with ωB97M-V with the def2-TZVPD basis set.

Atoms and positions in Å:
Cs -0.379 0.169 -0.362
C 1.353 -1.338 4.754
C 1.564 0.061 4.182
C 2.642 0.015 3.091
C 0.295 0.702 3.652
C 0.326 2.033 3.231
C -0.804 2.665 2.737
C -2.018 1.987 2.642
C -3.261 2.680 2.149
C -2.052 0.662 3.058
C -0.918 0.029 3.556
H 2.295 -1.724 5.141
H 1.003 -2.026 3.980
H 0.630 -1.331 5.571
H 1.930 0.705 4.989
H 2.324 -0.638 2.274
H 3.574 -0.381 3.497
H 2.848 1.005 2.682
H 1.250 2.596 3.307
H -0.744 3.703 2.428
H -3.030 3.404 1.367
H -3.738 3.224 2.967
H -3.984 1.962 1.764
H -2.990 0.119 3.016
H -1.004 -1.000 3.879
C 2.098 -4.304 0.480
C 0.863 -5.131 0.716
C 0.942 -6.327 1.419
C -0.182 -7.110 1.635
C -1.408 -6.699 1.140
C -1.505 -5.510 0.432
C -0.383 -4.713 0.210
P -0.440 -3.129 -0.721
C -2.280 -2.901 -0.857
C -2.816 -2.448 0.354
C -4.161 -2.166 0.513
C -5.013 -2.348 -0.566
C -4.498 -2.788 -1.774
C -3.139 -3.059 -1.956
C -2.679 -3.490 -3.324
C 0.214 -3.613 -2.326
C 0.202 -4.948 -2.748
C 0.619 -5.320 -4.006
C 1.041 -4.314 -4.894
C 1.093 -3.007 -4.504
C 0.754 -2.583 -3.175
C 0.917 -1.250 -2.802
H 2.957 -4.716 1.008
H 1.936 -3.276 0.814
H 2.325 -4.264 -0.588
H 1.902 -6.653 1.802
H -0.102 -8.040 2.184
H -2.293 -7.303 1.299
H -2.467 -5.211 0.040
H -2.147 -2.339 1.206
H -4.544 -1.820 1.465
H -6.072 -2.145 -0.468
H -5.172 -2.927 -2.611
H -3.508 -3.430 -4.029
H -2.304 -4.513 -3.315
H -1.867 -2.859 -3.684
H -0.173 -5.711 -2.075
H 0.602 -6.358 -4.313
H 1.332 -4.587 -5.903
H 1.424 -2.243 -5.201
H 1.479 -0.605 -3.468
H 0.929 -0.988 -1.754
C 1.313 3.465 -6.036
C 2.552 2.725 -5.608
C 3.551 2.521 -6.559
C 4.726 1.851 -6.258
C 4.922 1.356 -4.979
C 3.936 1.543 -4.025
C 2.759 2.233 -4.313
Sb 1.496 2.304 -2.560
C 2.662 3.748 -1.430
C 2.791 3.410 -0.083
C 3.521 4.189 0.802
C 4.144 5.334 0.336
C 4.026 5.683 -1.001
C 3.296 4.908 -1.901
C 3.220 5.350 -3.337
C -0.168 3.578 -3.068
C -0.243 4.875 -2.568
C -1.347 5.676 -2.825
C -2.394 5.172 -3.580
C -2.339 3.870 -4.054
C -1.240 3.053 -3.800
C -1.242 1.633 -4.308
H 1.488 3.984 -6.978
H 0.998 4.197 -5.296
H 0.481 2.775 -6.189
H 3.403 2.909 -7.561
H 5.482 1.712 -7.020
H 5.830 0.823 -4.729
H 4.089 1.141 -3.027
H 2.314 2.508 0.291
H 3.606 3.903 1.843
H 4.719 5.955 1.011
H 4.514 6.583 -1.358
H 3.554 6.383 -3.439
H 2.203 5.278 -3.722
H 3.857 4.725 -3.964
H 0.571 5.269 -1.970
H -1.383 6.689 -2.444
H -3.255 5.792 -3.798
H -3.165 3.480 -4.637
H -1.936 1.520 -5.141
H -1.558 0.936 -3.526
H -0.255 1.304 -4.639

Values from the calculation:
Frontier orbital gap ... 5.2 eV
E_HOMO ... -5.19 eV
Total charge ... 0
Relative energy (zero: lowest compared OMol25 entry of this formula, charge and spin) ... 21.0 kcal/mol
LUMO ... 0.03 eV

---

Below is a molecular structure, C52H56GdN6O7P2S, with properties calculated with ωB97M-V with the def2-TZVPD basis set.

Atoms and positions in Å:
Gd -0.580 -0.585 0.089
N -2.774 1.667 -0.454
C -2.871 2.431 -1.634
C -4.064 3.044 -2.004
C -4.133 3.804 -3.157
C -3.010 3.965 -3.951
C -1.833 3.324 -3.611
C -1.754 2.531 -2.472
P -0.243 1.537 -2.111
C 0.168 1.162 -3.867
C -0.486 0.058 -4.412
C -0.191 -0.380 -5.690
C 0.770 0.281 -6.439
C 1.393 1.404 -5.923
C 1.093 1.848 -4.646
C 0.929 2.886 -1.695
C 0.486 4.033 -1.043
C 1.388 4.997 -0.630
C 2.743 4.834 -0.867
C 3.196 3.692 -1.509
C 2.298 2.717 -1.906
H -1.950 1.923 0.092
H -3.600 1.773 0.131
H -4.938 2.934 -1.378
H -5.061 4.279 -3.433
H -3.056 4.576 -4.838
H -0.964 3.437 -4.239
H -1.239 -0.449 -3.819
H -0.698 -1.241 -6.101
H 1.026 -0.070 -7.426
H 2.126 1.935 -6.511
H 1.585 2.728 -4.259
H -0.570 4.178 -0.859
H 1.032 5.876 -0.115
H 3.445 5.592 -0.550
H 4.251 3.550 -1.692
H 2.671 1.822 -2.387
N 2.046 -0.711 0.785
C 2.315 0.744 0.753
C 3.678 1.167 1.310
C 3.945 0.868 2.795
C 4.752 -0.417 3.044
N 5.908 -0.498 2.182
C 6.916 0.349 2.155
N 7.721 0.322 1.098
N 7.149 1.223 3.156
C 1.075 1.357 1.447
O 1.094 1.637 2.643
O 0.036 1.412 0.716
H 2.122 -1.019 1.758
H 2.804 -1.186 0.286
H 2.283 1.050 -0.299
H 3.745 2.246 1.161
H 4.451 0.707 0.687
H 3.003 0.821 3.337
H 4.499 1.710 3.210
H 4.155 -1.305 2.833
H 5.047 -0.466 4.099
H 5.903 -1.232 1.411
H 7.283 0.000 0.213
H 8.487 0.971 1.038
H 6.660 1.147 4.028
H 7.986 1.778 3.145
C -6.814 -2.358 -1.061
C -6.728 -1.008 -0.761
C -5.656 -0.525 -0.035
C -4.668 -1.392 0.430
C -4.741 -2.742 0.089
C -5.814 -3.222 -0.643
P -3.211 -0.766 1.353
C -4.015 0.480 2.440
C -3.245 1.592 2.781
C -3.785 2.619 3.533
C -5.095 2.539 3.976
C -5.863 1.431 3.657
C -5.336 0.415 2.878
C -2.926 -2.200 2.467
C -3.848 -2.479 3.447
C -3.681 -3.569 4.306
C -2.582 -4.367 4.174
C -1.610 -4.109 3.188
C -0.471 -4.933 3.087
C 0.489 -4.650 2.163
C 0.339 -3.546 1.306
C -0.766 -2.700 1.295
C -1.757 -3.003 2.297
H -7.661 -2.736 -1.611
H -7.504 -0.331 -1.083
H -5.602 0.528 0.205
H -3.963 -3.418 0.423
H -5.878 -4.275 -0.876
H -2.214 1.643 2.448
H -3.188 3.486 3.776
H -5.522 3.336 4.565
H -6.880 1.356 4.008
H -5.969 -0.415 2.598
H -4.716 -1.851 3.570
H -4.423 -3.761 5.064
H -2.440 -5.215 4.826
H -0.365 -5.767 3.765
H 1.377 -5.263 2.094
H 1.155 -3.366 0.611
O -0.734 -0.250 2.886
H -0.217 0.541 3.153
H -0.859 -0.788 3.676
O -2.541 -0.899 -1.756
H -3.170 -1.629 -1.825
H -3.072 -0.094 -1.628
N 0.189 -2.479 -2.075
C 1.606 -2.411 -2.032
C 2.369 -3.444 -1.485
C 3.718 -3.247 -1.246
C 4.304 -2.046 -1.585
C 3.587 -1.063 -2.233
C 2.237 -1.248 -2.469
S 5.964 -1.726 -0.997
O 6.911 -2.296 -1.908
O 5.939 -2.329 0.355
O 6.043 -0.258 -0.865
H -0.177 -2.096 -2.943
H -0.139 -3.435 -1.958
H 1.900 -4.377 -1.215
H 4.320 -3.999 -0.763
H 4.096 -0.157 -2.521
H 1.660 -0.497 -2.990

Values from the calculation:
Frontier orbital gap (alpha / beta) ... 8.4 / 6.6 eV
E_HOMO (alpha / beta) ... -10.27 / -10.23 eV
Total charge ... +1
⟨S²⟩ ... 16.074
Multiplicity ... 8
LUMO (alpha / beta) ... -1.82 / -3.64 eV

---

Below is a molecular structure, C52H56MgN7O2, with properties calculated with ωB97M-V with the def2-TZVPD basis set.

Atoms and positions in Å:
Mg 1.332 0.611 -0.231
C 3.440 -5.029 -1.872
C 3.704 -4.601 -0.422
C 2.779 -3.512 0.033
C 1.672 -3.592 0.823
C 1.033 -4.811 1.422
C 0.702 -5.898 0.391
C 1.197 -2.224 0.985
C 0.200 -1.833 1.872
C -0.044 -0.521 2.271
C -0.778 -0.154 3.478
C -1.508 -1.193 4.283
C -2.144 -0.745 5.596
C -0.586 1.186 3.637
C 0.230 1.617 2.506
C 0.650 2.926 2.292
C 1.412 3.386 1.225
N 1.884 2.625 0.213
C 2.457 3.466 -0.674
C 3.146 3.069 -1.817
C 3.531 1.760 -2.093
N 3.100 0.674 -1.409
C 3.959 -0.330 -1.708
C 3.890 -1.621 -1.202
C 2.922 -2.110 -0.329
N 1.962 -1.366 0.264
C 4.966 0.122 -2.663
C 4.663 1.420 -2.948
C 5.292 2.437 -3.862
C 6.158 1.890 -4.998
C 6.125 -0.732 -3.090
C 5.787 -1.715 -4.218
C 2.377 4.842 -0.199
C 1.745 4.788 1.003
C 1.495 5.905 1.969
C 2.553 5.932 3.080
C 2.922 6.040 -0.912
C 2.024 6.470 -2.080
N 0.522 0.568 1.704
C -0.952 2.110 4.763
C 0.219 2.271 5.742
H 4.182 -5.758 -2.208
H 3.476 -4.166 -2.536
H 2.452 -5.482 -1.958
H 4.736 -4.252 -0.330
H 3.596 -5.466 0.237
H 0.104 -4.517 1.910
H 1.680 -5.236 2.197
H 0.219 -5.450 -0.479
H 0.023 -6.636 0.822
H 1.594 -6.425 0.054
H -0.345 -2.612 2.386
H -0.810 -2.006 4.501
H -2.290 -1.622 3.647
H -1.403 -0.292 6.256
H -2.571 -1.608 6.109
H -2.949 -0.030 5.421
H 0.336 3.669 3.013
H 3.551 3.851 -2.445
H 4.652 -2.315 -1.532
H 5.886 3.137 -3.265
H 4.482 3.020 -4.306
H 7.121 1.532 -4.637
H 6.351 2.677 -5.729
H 5.653 1.068 -5.506
H 6.464 -1.301 -2.221
H 6.958 -0.101 -3.398
H 4.954 -2.356 -3.930
H 6.648 -2.348 -4.446
H 5.504 -1.185 -5.127
H 0.504 5.796 2.417
H 1.505 6.859 1.437
H 2.562 4.982 3.616
H 2.352 6.735 3.793
H 3.544 6.087 2.652
H 3.923 5.815 -1.288
H 3.023 6.871 -0.210
H 1.845 5.629 -2.750
H 2.483 7.280 -2.652
H 1.058 6.811 -1.705
H -1.825 1.749 5.300
H -1.214 3.089 4.355
H 0.473 1.309 6.191
H -0.029 2.970 6.545
H 1.102 2.639 5.218
C -11.937 -3.016 -0.161
O -10.802 -3.408 -0.897
C -9.673 -2.645 -0.757
C -9.648 -1.375 -0.202
C -8.454 -0.670 -0.135
C -7.261 -1.211 -0.605
C -7.305 -2.506 -1.152
C -8.487 -3.208 -1.225
N -6.115 -0.404 -0.561
N -5.044 -1.023 -0.810
C -3.889 -0.320 -0.825
C -3.766 1.070 -0.639
C -2.564 1.727 -0.713
C -1.344 1.038 -0.948
O -0.220 1.598 -1.028
C -1.447 -0.404 -1.144
N -0.282 -1.014 -1.422
C -0.297 -2.294 -1.713
C -1.480 -3.046 -1.737
C -2.670 -2.439 -1.423
C -2.689 -1.066 -1.112
H -12.615 -3.867 -0.171
H -12.438 -2.153 -0.612
H -11.681 -2.779 0.876
H -10.556 -0.915 0.168
H -8.438 0.327 0.289
H -6.385 -2.938 -1.518
H -8.524 -4.201 -1.657
H -4.676 1.624 -0.445
H -2.516 2.802 -0.592
H 0.661 -2.751 -1.941
H -1.454 -4.091 -2.017
H -3.605 -2.981 -1.417

Values from the calculation:
Frontier orbital gap ... 5.7 eV
E_HOMO ... -3.76 eV
Total charge ... -1
LUMO ... 1.95 eV